Formula: C39H48N5O4PTi
Source: OMol25
Level of theory: ωB97M-V/def2-TZVPD

The geometry in XYZ format:
```
98
Properties=species:S:1:pos:R:3:forces:R:3
Ti -1.571294 -0.547818 0.293104 -0.31 1.86 0.30
C -2.664099 2.494465 0.095154 -0.14 -0.10 -0.09
C -3.619413 1.686773 -0.853118 0.04 0.14 0.13
N -3.682183 0.287168 -0.476909 0.16 -0.30 -0.23
C -4.790672 -0.087321 0.394164 0.00 0.03 0.15
C -4.368641 -1.150184 1.407389 -0.02 0.03 -0.06
N -3.132279 -0.751884 2.067486 -0.04 -0.18 0.06
C -3.254270 0.332686 3.039085 0.04 0.07 0.05
C -3.014765 1.718516 2.408845 -0.17 -0.10 -0.01
N -2.221612 1.651214 1.186053 0.42 -0.06 0.24
H -3.174447 3.392083 0.467778 0.01 0.00 0.00
H -1.792453 2.838633 -0.460776 -0.01 -0.01 0.01
H -3.253046 1.758836 -1.879374 0.03 -0.02 0.01
H -4.620113 2.141172 -0.834043 0.01 -0.01 -0.06
H -3.635294 -0.397576 -1.265849 -0.10 0.04 -0.02
H -5.640460 -0.474731 -0.183982 0.00 0.03 0.01
H -5.144179 0.799140 0.930232 0.02 0.00 -0.02
H -4.188232 -2.086957 0.878078 0.02 0.00 0.01
H -5.187872 -1.304427 2.128546 -0.02 -0.01 -0.01
H -2.663226 -1.545414 2.488140 -0.09 -0.01 0.05
H -2.493271 0.175568 3.801307 -0.02 0.01 -0.08
H -4.249955 0.314606 3.509050 0.01 0.01 0.02
H -2.534666 2.360496 3.156074 0.00 -0.04 0.00
H -3.974117 2.177097 2.149173 0.03 0.03 0.00
H -1.227540 1.711618 1.383199 0.03 0.31 0.06
O -0.195250 1.820535 4.808706 -0.10 0.15 0.03
C 0.259876 1.057372 3.934791 0.12 -0.08 -0.02
O -0.370715 0.102793 3.401539 -0.06 -0.31 -0.01
C 1.688503 1.308445 3.456419 -0.03 0.05 0.18
C 2.546252 1.910105 4.387973 0.03 -0.02 0.00
C 3.851163 2.235689 4.067855 -0.05 -0.02 -0.01
C 4.297731 1.995833 2.769531 -0.04 0.01 0.00
C 3.429869 1.434882 1.850757 0.09 -0.06 -0.01
C 2.115525 1.044198 2.154000 0.07 -0.20 -0.19
P 0.893355 0.525104 0.503879 0.27 0.14 -0.20
C 1.310595 2.375047 0.154318 -0.32 0.07 0.23
C 0.738145 3.284681 1.059091 0.03 0.05 0.00
C 0.831493 4.656757 0.900414 0.03 0.01 -0.03
C 1.556191 5.188883 -0.161310 0.01 -0.01 -0.01
C 2.174056 4.314683 -1.039583 0.00 0.06 0.03
C 2.042455 2.937136 -0.887684 0.09 0.08 -0.13
C 1.831008 -1.108576 0.296620 0.09 0.07 -0.01
C 1.374316 -2.039055 -0.647373 0.08 0.15 -0.21
C 1.967448 -3.274529 -0.831288 0.13 0.04 -0.04
C 3.060195 -3.650929 -0.060375 0.00 0.02 0.01
C 3.500794 -2.777383 0.919039 -0.02 -0.03 0.00
C 2.889182 -1.539273 1.098583 0.06 0.05 0.06
H 2.143320 2.124088 5.369690 -0.01 0.02 0.03
H 4.507498 2.687381 4.804716 -0.01 0.00 0.01
H 5.309307 2.263589 2.476943 -0.01 -0.02 0.00
H 3.793839 1.282538 0.835353 0.01 0.01 -0.02
H 0.245763 2.908206 1.948056 -0.04 0.02 0.01
H 0.361851 5.312042 1.625396 -0.03 0.00 0.01
H 1.651153 6.261461 -0.287131 0.00 0.01 0.00
H 2.763030 4.700427 -1.865462 0.01 0.00 0.00
H 2.534131 2.312301 -1.621187 -0.15 0.45 0.14
H 0.498288 -1.799116 -1.228921 0.03 0.06 -0.16
H 1.570388 -3.944068 -1.586734 -0.03 -0.01 -0.01
H 3.544160 -4.609646 -0.212494 0.00 -0.01 0.02
H 4.325706 -3.054420 1.566967 0.01 0.00 0.00
H 3.249452 -0.919159 1.903314 0.01 0.03 -0.05
C -0.370615 -4.646522 1.019291 0.02 0.03 -0.02
C -0.986258 -3.368203 0.544998 -0.18 -0.04 0.03
N -0.815794 -2.203324 1.168824 0.19 -0.68 0.39
O -0.117624 -2.336840 2.374912 0.06 0.16 0.30
C -1.829026 -3.297578 -0.585266 0.01 -0.15 0.07
C -2.178210 -4.486559 -1.425203 0.00 0.05 0.01
N -2.325903 -2.081441 -0.823350 -0.38 -0.94 -0.63
O -3.267483 -1.963157 -1.772896 0.02 0.04 0.02
H 0.414147 -4.431046 1.739329 0.02 -0.02 -0.01
H 0.064783 -5.193080 0.179513 -0.04 -0.02 0.00
H -1.110873 -5.299227 1.495339 -0.02 -0.01 0.02
H -0.054820 -1.417410 2.755593 -0.08 0.02 -0.27
H -1.287792 -4.921735 -1.890771 0.01 -0.03 -0.01
H -2.863656 -4.157561 -2.203956 0.00 -0.01 -0.01
H -2.658989 -5.277020 -0.838852 0.00 -0.02 -0.01
C -0.020545 1.705993 -3.293797 -0.04 0.01 0.00
C 0.133503 0.290538 -2.679610 -0.18 0.05 -0.03
C -0.987325 -0.547799 -3.313658 0.14 0.00 -0.05
C -0.132951 0.382226 -1.127805 0.25 -0.06 -0.21
C 1.508828 -0.183352 -3.170884 -0.03 -0.05 0.10
C 2.689749 0.208917 -2.539142 -0.03 -0.19 0.27
C 3.939108 -0.143789 -3.019637 0.00 -0.06 -0.03
C 4.058523 -0.914364 -4.168530 -0.01 0.01 -0.02
C 2.902487 -1.314388 -4.819649 -0.01 0.03 0.01
C 1.652684 -0.947959 -4.331432 0.05 -0.03 0.06
H -1.064353 2.023317 -3.201429 -0.01 0.02 0.03
H 0.599897 2.438462 -2.781690 0.02 0.00 -0.02
H 0.241803 1.707216 -4.357662 -0.03 -0.01 -0.03
H -1.937951 -0.274922 -2.862545 0.01 0.00 -0.02
H -0.858336 -1.615812 -3.129435 -0.03 -0.03 0.04
H -1.070908 -0.384491 -4.395213 0.04 -0.04 -0.06
H -0.682922 1.336372 -1.040151 0.09 0.05 0.11
H 2.625064 0.755352 -1.608358 0.01 -0.54 -0.19
H 4.822672 0.161707 -2.471699 0.02 0.01 0.01
H 5.033423 -1.210916 -4.537786 0.00 0.00 -0.01
H 2.964230 -1.923431 -5.715132 0.01 -0.01 0.00
H 0.779454 -1.289955 -4.865471 -0.09 -0.01 0.00
```
Positions in Å, forces in eV/Å.

The relative energy (zero: lowest compared OMol25 entry of this formula, charge and spin) is 198.9 kJ/mol. For the HOMO energy (alpha / beta), the calculation gives -0.16 / -0.86 eV. The value obtained for the calculated total energy is -3280.3649 Eh. Its total charge is -2. Its multiplicity is 3. The gap between HOMO and LUMO (alpha / beta) comes out at 4.3 / 5.0 eV.

=====

Formula: C39H48N6O2TeV
Source: OMol25
Level of theory: ωB97M-V/def2-TZVPD

The geometry in XYZ format:
```
97
Properties=species:S:1:pos:R:3:forces:R:3
V 0.143428 -0.778677 0.842495 0.11 -0.34 -0.32
C -2.830828 2.691920 -1.969717 -0.88 -1.15 0.76
C -2.556280 2.176771 -0.534768 0.63 1.33 0.67
C -1.359529 3.013461 0.039991 -0.65 -1.14 -0.60
C -1.091843 4.290571 -0.418310 -2.54 0.49 -1.47
C -0.142798 5.094798 0.115262 1.15 1.04 -0.17
C 0.782826 4.500573 0.939577 0.22 -0.14 1.00
C 0.615640 3.201776 1.414475 1.29 -0.51 -0.28
C 1.683212 2.394240 2.188721 -0.46 1.32 -0.52
C 2.523422 1.586658 1.243884 1.47 -1.39 -0.71
C -0.477394 2.477686 0.952471 -0.21 -0.24 0.52
N -0.705873 1.133115 1.378062 -1.09 -0.42 0.49
C -1.855821 0.912188 1.957647 0.15 0.57 0.30
C -2.339002 -0.394039 2.218552 -0.31 -0.40 0.30
C -3.429390 -0.843140 2.985568 -0.12 -1.11 0.05
C -3.346486 -2.270022 2.932581 0.13 1.18 -0.97
C -2.276833 -2.577112 2.082317 -0.29 1.53 0.78
N -1.649497 -1.455012 1.691384 0.20 -0.25 -0.25
H -3.439212 1.889210 -2.442828 0.06 0.89 -0.11
H -1.871934 2.747128 -2.507632 -0.45 0.32 0.14
H -3.381605 3.664311 -1.891415 0.51 -0.94 -0.58
H -2.452165 1.082669 -0.444076 0.69 0.52 -0.50
H -3.396800 2.325968 0.176337 0.02 0.33 -0.69
H -1.729528 4.676522 -1.237890 0.44 -0.08 0.77
H -0.001873 6.167918 -0.148480 -0.24 -1.10 -0.09
H 1.626247 5.107670 1.200337 0.50 -0.04 0.50
H 1.108289 1.731890 2.834610 0.44 0.22 0.40
H 2.389756 3.042826 2.732281 -0.67 -0.11 0.22
H 1.951034 0.939265 0.588218 -0.63 0.00 -0.38
H 3.162653 0.824317 1.761700 -0.20 0.92 -0.10
H 3.153870 2.160824 0.519363 -0.48 -0.14 0.82
H -2.508989 1.737517 2.286157 0.38 -0.08 -0.23
H -4.215222 -0.256025 3.473019 0.55 -0.19 -0.20
H -4.016080 -3.029077 3.256577 -0.59 -0.13 0.56
H -1.937947 -3.537860 1.814418 0.34 -0.88 -0.44
O 5.084045 -0.609319 -3.825356 -0.85 0.44 0.80
C 5.215840 -1.362711 -2.621515 -0.89 2.20 0.52
C 3.929713 -1.500450 -1.811237 0.98 -0.31 1.43
C 4.023601 -1.655097 -0.386123 -0.14 -0.95 -1.03
C 2.866220 -1.959636 0.302953 -0.22 0.51 0.37
N 1.626430 -1.930310 -0.289285 1.24 0.63 0.62
C 1.572802 -1.588592 -1.585274 -0.10 -0.52 -0.09
C 2.687773 -1.458371 -2.375293 1.11 0.09 -0.79
C 0.227029 -1.451445 -2.157010 0.52 -0.31 0.58
C -0.059264 -1.677906 -3.482792 -1.86 -0.71 -0.17
C -1.438970 -1.794544 -3.845345 1.98 0.39 0.11
C -1.823497 -2.060907 -5.287822 -0.89 0.59 0.09
O -2.696320 -1.052338 -5.806921 0.63 0.91 0.16
C -2.349208 -1.645322 -2.818347 -0.67 -0.02 0.66
C -1.944550 -1.378825 -1.496292 -0.06 0.41 -2.05
N -0.673896 -1.250133 -1.185495 -0.44 0.19 0.40
H 4.567754 0.197761 -3.580132 0.48 -0.60 -0.41
H 5.934816 -0.868341 -1.955074 0.14 -0.20 -0.09
H 5.576290 -2.304648 -2.894908 0.62 -1.55 -0.37
H 5.003598 -1.725402 0.104281 -0.51 0.26 -0.17
H 2.875686 -2.121253 1.409064 -0.05 0.02 -1.14
H 2.663249 -1.265665 -3.443934 -0.44 0.04 0.20
H 0.699557 -1.943686 -4.206132 0.09 0.35 0.05
H -2.464602 -2.928784 -5.283629 -0.01 -0.57 -0.14
H -0.983402 -2.238932 -5.973476 0.07 0.12 0.48
H -2.245750 -0.169966 -5.802575 -0.29 -1.25 0.05
H -3.422899 -1.734875 -2.954130 0.14 0.01 -0.38
H -2.701794 -1.155374 -0.782394 -0.23 -0.13 0.80
C -0.727641 0.681193 5.542666 -0.24 0.71 0.47
C 0.319843 -0.405171 5.702874 0.81 -0.79 -0.07
N 0.187778 -1.722439 5.023293 -0.39 0.90 -0.14
C -0.196705 -2.829106 5.899107 -0.71 1.50 0.35
C -1.691353 -2.993552 6.164301 0.18 -1.16 -0.27
C 0.600178 -1.853737 3.740776 -0.26 -0.90 0.20
C 0.690174 -3.223030 3.127416 0.47 -0.68 1.00
N 0.916069 -0.887706 2.958838 0.15 0.75 -0.98
H -0.370007 1.632662 6.024754 -0.15 -0.97 -0.32
H -1.725361 0.471254 5.973736 0.56 -0.20 -0.31
H -0.833107 0.909494 4.493074 -0.34 0.12 -0.36
H 0.405484 -0.741725 6.740545 0.24 0.78 0.02
H 1.291960 -0.009503 5.338006 -0.39 -0.04 0.54
H 0.224417 -2.570509 6.869509 0.46 -0.50 0.03
H 0.232101 -3.703660 5.519786 0.62 -1.41 -0.37
H -2.034802 -2.238572 6.855314 -0.37 0.39 -0.13
H -1.820841 -3.963824 6.676509 0.06 0.34 -0.03
H -2.286315 -3.072822 5.247928 0.09 0.45 0.20
H 1.489813 -3.854083 3.544096 -0.17 0.32 0.36
H 0.932051 -3.184191 2.087921 -0.18 0.37 -0.74
H -0.235566 -3.753416 3.270561 -0.34 -0.25 -0.04
H 0.748481 0.029238 3.336435 0.07 0.21 0.39
Te 1.586785 1.807276 -2.426664 0.10 0.12 -0.09
C 0.945186 1.851719 -4.450427 -0.70 0.19 0.92
C 1.793980 2.208287 -5.484063 0.75 -0.78 1.15
C 1.340273 2.304914 -6.767538 -0.32 0.59 -1.73
C -0.006907 2.120198 -7.127018 0.94 -0.50 1.29
C -0.811763 1.735487 -6.071192 -1.08 -0.08 -0.46
C -0.396037 1.636664 -4.768766 0.33 -0.40 1.13
H 2.840074 2.256661 -5.165969 -0.16 0.43 -0.76
H 2.048338 2.569500 -7.533008 0.23 0.05 -0.29
H -0.417641 2.154605 -8.123403 0.30 0.16 -0.15
H -1.836398 1.486206 -6.269482 -0.63 0.25 -0.26
H -1.080199 1.355973 -3.946657 0.26 0.13 -0.72
```
Positions in Å, forces in eV/Å.

The relative energy (zero: lowest compared OMol25 entry of this formula, charge and spin) is 0.0 kJ/mol. For the HOMO energy (alpha / beta), the calculation gives -5.70 / -5.69 eV. The value obtained for the calculated total energy is -3205.9436 Eh. Its multiplicity is 4. The gap between HOMO and LUMO (alpha / beta) comes out at 5.4 / 5.3 eV.

=====

Formula: C39H49AsBaCl2N2O2Si
Source: OMol25
Level of theory: ωB97M-V/def2-TZVPD

The geometry in XYZ format:
```
97
Properties=species:S:1:pos:R:3:forces:R:3
Ba 0.350884 -0.148808 0.402441 -0.10 2.52 0.73
C 2.986346 0.608598 0.690229 0.31 -0.24 0.15
Si 3.212047 2.216518 -0.085057 -0.18 0.01 -0.27
C 1.929306 3.403207 0.691945 0.01 0.03 0.11
N 0.533895 2.901051 0.643256 0.02 0.02 0.00
C -0.122044 3.210399 -0.645599 -0.04 -0.03 -0.10
C -1.147175 4.344740 -0.572483 -0.08 -0.03 0.02
C -0.644027 5.462710 0.332039 0.04 0.05 -0.01
C -0.426656 4.937461 1.762461 0.01 0.02 0.02
C -0.263744 3.412133 1.761740 -0.02 -0.03 0.00
C 2.791744 2.089106 -1.932210 -0.05 -0.04 -0.01
C 2.765018 3.203867 -2.777706 0.03 0.04 0.03
C 2.336206 3.110132 -4.092790 0.00 0.00 -0.01
C 1.915997 1.886458 -4.601412 -0.01 -0.01 -0.01
C 1.944019 0.762630 -3.790733 -0.01 -0.01 -0.02
C 2.383474 0.869070 -2.475323 0.00 -0.01 0.05
C 4.850756 3.156472 0.034600 0.01 0.04 0.13
C 5.693811 3.391830 -1.051517 0.01 -0.01 -0.08
C 6.908334 4.049666 -0.900726 0.01 0.00 0.00
C 7.308703 4.493734 0.349997 0.01 0.01 0.01
C 6.491820 4.266730 1.449711 0.01 0.01 -0.02
C 5.285171 3.603265 1.287567 -0.02 0.01 0.03
H 3.270384 0.644291 1.752343 -0.06 0.01 0.01
H 3.626667 -0.152267 0.222103 0.01 0.00 0.01
H 1.992660 4.431496 0.309814 0.08 -0.01 -0.02
H 2.221107 3.465321 1.748176 -0.03 -0.01 0.00
H -0.623668 2.319731 -1.054282 0.00 -0.03 0.04
H 0.653532 3.465255 -1.364583 -0.01 0.04 -0.01
H -2.103805 3.967237 -0.193120 0.02 -0.01 0.02
H -1.347338 4.708326 -1.582496 0.04 0.01 0.00
H -1.336735 6.305614 0.330503 -0.02 -0.02 0.01
H 0.297530 5.844036 -0.071478 0.00 -0.02 0.00
H -1.274578 5.197369 2.402051 -0.01 -0.02 -0.01
H 0.449301 5.411389 2.208174 0.01 -0.01 -0.01
H -1.249862 2.943739 1.706752 0.01 -0.01 -0.01
H 0.193524 3.071252 2.693890 0.01 0.03 0.01
H 3.080015 4.171372 -2.396618 0.00 -0.01 0.00
H 2.327239 3.990441 -4.724265 0.00 0.00 0.00
H 1.574675 1.811404 -5.626473 0.00 0.00 0.00
H 1.627838 -0.198940 -4.176412 0.00 0.00 0.01
H 2.421240 -0.027755 -1.864623 0.00 -0.01 -0.02
H 5.406030 3.052337 -2.040383 -0.02 -0.01 0.02
H 7.542958 4.213389 -1.763296 0.00 0.00 0.00
H 8.253042 5.010162 0.469698 0.00 -0.01 0.00
H 6.798331 4.603398 2.432633 0.00 0.00 0.00
H 4.675043 3.419424 2.167447 -0.01 0.00 -0.02
C -4.889540 2.535939 -1.292747 -0.03 0.08 -0.04
C -4.809043 1.171437 -0.621138 -0.02 -0.08 0.02
As -3.281180 1.088774 0.600941 0.13 -0.10 0.11
C -3.881979 2.337018 2.007909 0.08 0.08 -0.05
C -5.323844 2.276825 2.490807 -0.06 0.02 0.02
C -3.541053 -0.661053 1.475930 -0.04 -0.01 0.01
C -4.962777 -1.187862 1.625179 -0.05 -0.05 -0.05
H -5.725636 2.584791 -1.991977 0.01 -0.02 0.00
H -3.977926 2.763732 -1.848393 0.01 -0.02 0.01
H -5.033303 3.334532 -0.561242 0.00 -0.02 0.01
H -4.667939 0.378334 -1.358100 0.02 0.02 -0.01
H -5.726172 0.941492 -0.077853 0.00 0.02 -0.01
H -3.655853 3.331383 1.611982 -0.03 0.00 0.00
H -3.191633 2.195993 2.843732 0.00 -0.03 -0.01
H -6.037658 2.310159 1.666473 0.02 0.00 -0.01
H -5.543366 3.128428 3.138076 0.01 -0.01 0.01
H -5.520301 1.373983 3.067022 0.01 0.01 0.00
H -3.045271 -0.577925 2.448337 -0.04 0.01 0.01
H -2.945897 -1.373177 0.899076 0.02 -0.04 -0.01
H -5.604411 -0.508277 2.183472 0.02 -0.01 -0.01
H -4.966382 -2.146847 2.145704 0.02 -0.02 0.00
H -5.424538 -1.348248 0.649736 0.00 0.00 0.01
Cl -3.614447 -4.760734 -0.147285 0.04 0.09 0.06
C -2.819963 -6.204239 -0.722059 0.00 0.07 0.09
C -3.502882 -6.983224 -1.628978 0.00 -0.06 -0.06
C -2.918997 -8.141362 -2.116338 0.01 0.03 0.03
C -1.650282 -8.472046 -1.683633 0.02 0.00 0.02
C -0.966412 -7.674084 -0.777060 0.06 -0.05 -0.03
Cl 0.643819 -8.205293 -0.372217 -0.03 -0.10 -0.06
C -1.530511 -6.507223 -0.234700 -0.06 -0.01 -0.09
N -0.962704 -5.679109 0.708296 -0.05 0.13 0.10
C 0.396101 -5.693917 1.145398 0.15 0.03 -0.05
C 0.740935 -6.415613 2.276853 -0.01 0.05 -0.01
C 2.062033 -6.467824 2.691059 -0.03 -0.03 0.03
C 3.034572 -5.788348 1.973751 0.04 0.01 0.00
C 2.681221 -5.043739 0.858283 -0.04 0.08 0.08
C 1.358687 -4.972136 0.439272 -0.07 -0.01 0.00
C 0.978802 -4.142087 -0.753828 0.01 -0.07 -0.10
C 0.428941 -2.764102 -0.413724 -0.02 -0.36 0.01
O 0.558135 -1.846910 -1.270468 0.11 -0.83 -0.94
O -0.105041 -2.543795 0.712615 -0.16 -1.12 0.06
H -4.488221 -6.672856 -1.947638 0.00 -0.01 0.01
H -3.441086 -8.769152 -2.824006 0.00 0.00 0.00
H -1.154764 -9.362229 -2.045653 0.00 0.01 -0.01
H -1.387310 -4.764359 0.771703 -0.06 -0.02 0.00
H -0.035031 -6.955100 2.804299 0.01 -0.01 0.01
H 2.332639 -7.047070 3.564284 0.00 0.01 0.00
H 4.069747 -5.829295 2.287319 0.00 -0.01 -0.01
H 3.442121 -4.502551 0.308190 0.00 0.00 -0.01
H 0.217081 -4.649468 -1.356024 -0.01 0.05 0.04
H 1.829482 -3.990593 -1.416669 0.04 0.01 0.03
```
Positions in Å, forces in eV/Å.

The relative energy (zero: lowest compared OMol25 entry of this formula, charge and spin) is 75.5 kJ/mol. For the HOMO energy, the calculation gives -6.92 eV. The value obtained for the calculated total energy is -5246.7197 Eh. The gap between HOMO and LUMO comes out at 7.0 eV.

=====

Q: What is the relative energy (zero: lowest compared OMol25 entry of this formula, charge and spin) in the third record?
A: 75.5 kJ/mol